Entry 1:
Molecular formula: C19H40P2V
Method: DFT, ωB97M-V/def2-TZVPD

Values from the calculation:
HOMO level (alpha / beta)	-14.39 / -14.66	eV
strongest force on any atom	6.84	eV Å⁻¹
total charge	+2
electronic energy	-2373.90347	hartree
spin multiplicity	2
E_LUMO (alpha / beta)	-6.8 / -8.2	eV
relative energy (zero: lowest compared OMol25 entry of this formula, charge and spin)	0.0	kcal per mole
Kohn-Sham gap (alpha / beta)	7.603 / 6.475	eV

Last column: natural (NBO) charge in e.
CARTESIAN COORDINATES (ANGSTROEM)
P: -2.5450 2.3295 -0.0375  1.58
P: 1.6060 -0.7993 1.2294  0.92
C: -0.8322 2.4420 -0.6927  -0.74
C: 0.2646 1.3619 -0.6564  -0.73
H: -0.4397 3.2894 -0.1109  0.25
H: -0.9637 2.8013 -1.7267  0.25
H: 1.0005 1.6462 -1.4419  0.22
H: 0.8169 1.5324 0.2773  0.21
C: 3.3281 -0.1832 1.4006  -0.92
H: 3.7601 -0.5138 2.3579  0.26
H: 3.3618 0.9136 1.3630  0.25
H: 3.9109 -0.5640 0.5506  0.24
C: 1.8337 -2.5906 1.5839  -0.93
H: 2.5995 -2.9449 0.8825  0.25
H: 0.9180 -3.1562 1.3579  0.25
H: 2.1530 -2.8299 2.6030  0.26
C: -3.1930 3.9772 0.1222  -0.98
H: -3.9155 4.0187 0.9452  0.29
H: -3.7050 4.2581 -0.8047  0.29
H: -2.3770 4.6850 0.3155  0.29
C: -3.4016 1.3729 -1.2924  -0.97
H: -2.7628 0.5498 -1.6575  0.26
H: -3.6471 2.0466 -2.1240  0.28
H: -4.3233 0.9655 -0.8564  0.27
V: 0.5444 -0.7931 -1.4430  1.29
C: 1.5174 -2.3465 -2.0295  -0.43
C: 2.2067 -1.0882 -2.3703  -0.38
C: 1.9589 -0.4093 -3.6716  -0.45
C: 0.4671 -0.2527 -4.0651  -0.46
C: -0.5187 -0.2218 -2.9372  -0.38
C: -1.0995 -1.4441 -2.2917  -0.42
C: -0.8322 -2.7972 -2.8824  -0.44
C: 0.6799 -3.0916 -3.0358  -0.43
C: -2.5738 1.4401 1.5097  -0.99
H: 2.0478 -3.0046 -1.3409  0.27
H: 3.2034 -0.9652 -1.9501  0.28
H: 2.4882 -0.9359 -4.4781  0.27
H: 2.4316 0.5869 -3.6970  0.25
H: 0.4012 0.7181 -4.5916  0.26
H: 0.1907 -0.9983 -4.8225  0.24
H: -1.1578 0.6681 -2.9324  0.25
H: -2.1029 -1.3416 -1.8527  0.25
H: -1.3081 -2.8698 -3.8722  0.26
H: -1.2951 -3.5927 -2.2696  0.24
H: 0.8133 -4.1835 -2.9172  0.27
H: 1.0202 -2.8879 -4.0639  0.23
H: -1.9980 0.5096 1.4653  0.27
H: -3.6089 1.1770 1.7518  0.28
H: -2.1769 2.0653 2.3202  0.28
C: -0.2955 -1.1754 4.1986  -0.61
C: 0.2298 0.2240 3.8897  -0.20
C: 1.0697 0.7964 5.0487  -0.61
C: 0.8497 0.3890 2.4801  -0.70
H: 0.5070 -1.9276 4.1978  0.21
H: -1.0820 -1.4538 3.4779  0.20
H: -0.7614 -1.1458 5.2023  0.24
H: -0.6545 0.8883 3.8683  0.19
H: 2.0860 0.3764 5.1170  0.21
H: 1.1455 1.8923 4.9528  0.22
H: 0.5444 0.5807 5.9962  0.23
H: 0.0199 0.8193 1.8896  0.22
H: 1.5955 1.1873 2.5606  0.25



Entry 2:
Molecular formula: C15H14IrNOS4
Method: DFT, ωB97M-V/def2-TZVPD

Values from the calculation:
HOMO level (alpha / beta)	-11.15 / -11.15	eV
strongest force on any atom	2.78	eV Å⁻¹
total charge	+1
electronic energy	-2406.80741	hartree
spin multiplicity	2
E_LUMO (alpha / beta)	-5.3 / -6.3	eV
Kohn-Sham gap (alpha / beta)	5.817 / 4.868	eV

Last column: natural (NBO) charge in e.
CARTESIAN COORDINATES (ANGSTROEM)
Ir: -0.3940 -0.0933 -0.3225  0.82
S: -2.6386 -0.8840 -0.7906  0.20
C: -3.5601 0.5964 -0.8152  -0.19
C: -4.9520 0.4889 -0.8694  -0.22
C: -5.7447 1.6191 -0.9635  -0.14
C: -5.1641 2.8841 -1.0087  -0.19
C: -3.7911 3.0088 -0.9039  -0.16
C: -2.9734 1.8804 -0.7974  -0.21
S: -1.2569 2.1647 -0.6532  0.22
H: -5.3992 -0.4939 -0.8497  0.24
H: -6.8169 1.5058 -1.0144  0.24
H: -5.7718 3.7683 -1.1264  0.24
H: -3.3233 3.9809 -0.8922  0.23
S: 2.0108 -1.2667 0.0673  -0.08
C: 2.1730 -0.5320 -1.4400  -0.12
N: 1.1073 0.0159 -2.0081  -0.54
C: 1.3860 0.5624 -3.2167  0.19
C: 0.4953 1.2097 -4.0803  -0.24
C: 0.9845 1.7377 -5.2530  -0.19
C: 2.3361 1.6161 -5.6019  -0.20
C: 3.2293 0.9560 -4.7829  -0.19
C: 2.7519 0.4360 -3.5901  -0.25
S: 3.6446 -0.4126 -2.3662  0.50
H: -0.5454 1.2853 -3.8048  0.23
H: 0.3196 2.2619 -5.9209  0.23
H: 2.6871 2.0443 -6.5266  0.23
H: 4.2717 0.8580 -5.0442  0.23
C: -1.3154 1.2639 2.9956  -0.64
C: -1.3336 -0.2525 2.9733  -0.07
O: -0.4102 -0.6919 1.9705  -0.73
H: -1.9298 1.6397 3.8073  0.24
H: -1.6878 1.6665 2.0529  0.21
H: -0.2944 1.6089 3.1389  0.23
H: -2.3333 -0.6452 2.7410  0.18
H: -1.0128 -0.6467 3.9435  0.20
H: -0.1278 -1.5929 2.1613  0.52



Entry 3:
Molecular formula: C22H36FN2O3S
Method: DFT, ωB97M-V/def2-TZVPD

Values from the calculation:
HOMO level	-2.41	eV
strongest force on any atom	6.20	eV Å⁻¹
total charge	-1
electronic energy	-1692.79265	hartree
spin multiplicity	1
E_LUMO	1.1	eV
Kohn-Sham gap	3.480	eV

Last column: natural (NBO) charge in e.
CARTESIAN COORDINATES (ANGSTROEM)
C: -2.6584 1.0190 0.4991  -0.27
O: -3.3154 1.3278 -0.7553  -0.56
C: -4.7550 1.2048 -0.6705  -0.06
C: -5.3056 -0.2459 -1.1564  -0.44
C: -4.9383 -0.3755 -2.7173  -0.42
C: -4.3266 -1.7934 -3.1578  -0.40
C: -3.0711 -2.2848 -2.2622  -0.41
C: -1.8007 -1.3670 -2.7332  -0.42
C: -0.7758 -2.2267 -3.6276  -0.41
C: 0.7218 -2.3064 -3.0458  -0.43
C: 0.7459 -2.5533 -1.4525  -0.02
C: 1.4967 -1.5038 -0.6030  -0.21
C: 1.6039 -1.5318 0.9678  0.29
O: 2.3230 -0.4460 1.6170  -0.50
C: 1.4194 0.7013 1.4146  -0.07
C: 1.8713 1.9830 2.2919  -0.22
C: 1.8890 1.7106 3.8751  -0.63
C: 3.2738 2.4808 1.6757  -0.42
C: 3.9164 3.7602 2.4433  -0.22
C: 4.6210 4.6745 1.2963  -0.62
C: 4.9553 3.1836 3.5348  -0.63
C: 0.9384 -2.7035 1.7182  0.32
F: 1.0287 -2.8168 3.1399  -0.33
C: 0.1495 -3.7798 0.8539  0.08
N: -0.5880 -4.9389 1.3017  -0.57
S: -1.2617 -5.7159 -0.0634  0.77
N: -0.7240 -4.7678 -1.4177  -0.58
C: 0.0352 -3.7497 -0.7281  0.11
H: -2.1270 0.0048 0.4135  0.19
H: -3.3503 0.9758 1.4083  0.18
H: -1.8726 1.8372 0.7267  0.19
H: -5.1884 1.3869 0.3784  0.17
H: -5.2024 2.0381 -1.3403  0.18
H: -6.4559 -0.1841 -1.0288  0.20
H: -4.9475 -1.1088 -0.5005  0.22
H: -4.2472 0.4773 -3.0693  0.22
H: -5.9301 -0.2517 -3.3031  0.20
H: -3.9022 -1.6447 -4.2286  0.20
H: -5.0955 -2.6391 -3.2432  0.20
H: -3.2564 -2.2292 -1.1332  0.20
H: -2.8995 -3.4062 -2.4986  0.22
H: -1.3350 -0.8493 -1.8277  0.23
H: -2.2184 -0.5186 -3.4038  0.20
H: -1.1532 -3.3098 -3.7700  0.21
H: -0.7768 -1.7539 -4.6861  0.21
H: 1.2780 -3.1487 -3.6017  0.23
H: 1.3009 -1.3407 -3.2814  0.22
H: 2.0009 -0.6162 -1.1375  0.26
H: 1.4308 1.0687 0.3133  0.19
H: 0.3320 0.3817 1.6665  0.18
H: 1.1069 2.8395 2.1170  0.19
H: 0.8824 1.2019 4.1346  0.21
H: 1.8767 2.7319 4.4212  0.20
H: 2.7560 1.0624 4.2398  0.23
H: 3.0696 2.7247 0.5594  0.20
H: 4.0111 1.5925 1.6586  0.27
H: 3.0359 4.3087 2.9352  0.19
H: 5.7154 4.8049 1.6019  0.21
H: 4.6315 4.1633 0.2635  0.22
H: 4.0602 5.6639 1.1616  0.20
H: 4.7014 2.0714 3.7089  0.22
H: 4.8682 3.7013 4.5514  0.20
H: 6.0053 3.2096 3.0839  0.22
O: 5.1709 -1.0571 0.1185  -1.34
H: 4.2555 -1.1273 0.3532  0.38



Entry 4:
Molecular formula: C4H12O
Method: DFT, ωB97M-V/def2-TZVPD

Values from the calculation:
HOMO level (alpha / beta)	1.37 / -7.24	eV
strongest force on any atom	2.41	eV Å⁻¹
total charge	-1
electronic energy	-234.76866	hartree
spin multiplicity	2
E_LUMO (alpha / beta)	4.4 / 4.3	eV
relative energy (zero: lowest compared OMol25 entry of this formula, charge and spin)	0.0	kcal per mole
Kohn-Sham gap (alpha / beta)	2.991 / 11.528	eV

Last column: natural (NBO) charge in e.
CARTESIAN COORDINATES (ANGSTROEM)
C: -1.9236 -0.3543 -0.5693  -0.75
C: 1.2681 1.5431 0.5519  -0.73
C: -0.1099 0.8291 0.6738  -0.47
C: -0.7017 0.5626 -0.7019  -0.73
H: -2.4773 -0.0503 0.3302  0.18
H: -1.6350 -1.3811 -0.3359  0.19
H: -2.7445 -0.3479 -1.2901  0.20
H: 1.5510 1.8480 1.5603  0.19
H: 1.1406 2.4065 -0.0977  0.20
H: 1.9540 0.8212 0.1246  0.20
H: -0.8332 1.3613 1.2844  0.19
H: -0.0409 -0.1852 1.0705  0.16
H: -1.0293 1.4680 -1.2443  0.19
H: -0.0425 0.2193 -1.5112  0.18
H: 1.1449 -1.5936 0.7205  0.44
H: 0.9920 -1.8525 -0.7719  0.41
O: 1.3336 -2.2796 0.0576  -1.06